DFT (the ωB97M-V functional and the def2-TZVPD basis) results for a 5-piece molecular cluster, C44H85N4OS2 overall at a distorted geometry.

CARTESIAN COORDINATES (ANGSTROEM)
C1 -7.09 -2.59 6.80
C2 -6.28 -1.54 6.88
C3 -5.45 -0.16 6.73
C4 -5.89 0.58 5.33
C5 -5.78 -0.54 4.17
C6 -5.49 0.09 2.72
C7 -4.26 1.05 2.59
N1 -4.24 1.42 1.16
C8 -3.26 2.29 0.44
C9 -2.48 3.36 1.37
C10 -0.88 3.01 1.32
C11 -0.20 3.59 -0.06
O1 0.62 4.76 0.28
C12 -5.36 0.74 0.47
C13 -5.70 0.81 -1.10
C14 -7.11 1.52 -1.46
C15 -7.52 2.75 -0.49
S1 -6.62 4.32 -1.03
C16 -6.30 5.27 0.53
S2 -4.83 6.11 0.60
N2 -7.22 5.32 1.70
C17 -6.80 4.77 3.00
C18 -8.04 5.05 3.94
N3 -9.09 5.71 3.12
C19 -8.57 5.87 1.75
N4 -6.14 -0.07 1.41
C20 -7.33 -0.96 1.20
H1 -7.75 -3.47 6.46
H2 -4.34 -0.49 6.55
H3 -5.54 0.52 7.65
H4 -6.99 0.91 5.49
H5 -5.20 1.49 5.17
H6 -6.67 -1.27 4.12
H7 -4.85 -1.19 4.44
H8 -3.51 1.36 3.42
H9 -3.73 2.84 -0.45
H10 -2.44 1.59 0.00
H11 -2.78 3.35 2.48
H12 -2.61 4.46 1.00
H13 -0.35 3.58 2.19
H14 -0.71 1.87 1.43
H15 -1.02 3.84 -0.84
H16 0.53 2.80 -0.49
H17 1.31 4.46 0.93
H18 -4.85 1.27 -1.72
H19 -5.79 -0.30 -1.46
H20 -8.00 0.79 -1.55
H21 -6.97 1.98 -2.53
H22 -7.44 2.53 0.63
H23 -8.65 2.96 -0.70
H24 -5.79 4.26 3.24
H25 -8.11 4.78 5.05
H26 -9.12 6.37 0.86
H27 -7.40 -1.64 2.14
H28 -8.32 -0.38 1.13
H29 -7.12 -1.66 0.30
C21 5.78 3.30 -3.23
C22 4.32 3.44 -3.65
C23 4.01 4.78 -4.33
C24 4.23 6.02 -3.45
C25 3.44 6.05 -2.15
C26 1.93 6.06 -2.36
H30 6.06 4.05 -2.48
H31 5.95 2.31 -2.79
H32 6.44 3.40 -4.09
H33 3.67 3.30 -2.78
H34 4.08 2.64 -4.35
H35 2.98 4.76 -4.68
H36 4.64 4.87 -5.22
H37 3.97 6.91 -4.05
H38 5.30 6.12 -3.22
H39 3.72 6.95 -1.59
H40 3.72 5.20 -1.51
H41 1.63 6.92 -2.96
H42 1.42 6.12 -1.39
H43 1.59 5.15 -2.86
C27 -9.40 -8.59 8.20
C28 -8.64 -7.55 9.00
C29 -7.99 -6.46 8.13
C30 -6.93 -6.96 7.15
C31 -5.75 -7.71 7.79
C32 -4.94 -6.85 8.75
H44 -8.73 -9.15 7.53
H45 -9.87 -9.32 8.87
H46 -10.18 -8.13 7.60
H47 -7.88 -8.04 9.63
H48 -9.34 -7.06 9.69
H49 -7.56 -5.70 8.79
H50 -8.78 -5.96 7.56
H51 -6.54 -6.10 6.60
H52 -7.39 -7.61 6.41
H53 -5.09 -8.05 6.99
H54 -6.10 -8.61 8.30
H55 -4.55 -5.96 8.24
H56 -4.09 -7.42 9.14
H57 -5.54 -6.52 9.60
C33 9.05 -3.72 -2.75
C34 9.22 -2.64 -1.69
C35 7.99 -1.76 -1.52
C36 7.59 -0.94 -2.76
C37 8.67 -0.01 -3.31
C38 9.08 1.07 -2.32
H58 8.90 -3.29 -3.75
H59 9.95 -4.35 -2.80
H60 8.20 -4.37 -2.52
H61 10.10 -2.03 -1.93
H62 9.43 -3.13 -0.73
H63 8.15 -1.08 -0.68
H64 7.13 -2.39 -1.24
H65 6.70 -0.35 -2.51
H66 7.28 -1.63 -3.56
H67 8.29 0.47 -4.21
H68 9.55 -0.58 -3.61
H69 8.22 1.69 -2.03
H70 9.83 1.73 -2.78
H71 9.53 0.65 -1.42
C39 10.98 -2.85 -6.74
C40 10.76 -1.57 -7.53
C41 9.42 -0.89 -7.22
C42 8.18 -1.70 -7.57
C43 8.07 -2.14 -9.04
C44 7.98 -0.97 -10.01
H72 10.23 -3.61 -6.99
H73 11.96 -3.27 -6.96
H74 10.93 -2.66 -5.66
H75 10.85 -1.77 -8.60
H76 11.57 -0.87 -7.28
H77 9.39 0.07 -7.75
H78 9.38 -0.64 -6.15
H79 7.29 -1.11 -7.32
H80 8.13 -2.60 -6.94
H81 7.17 -2.76 -9.15
H82 8.92 -2.78 -9.31
H83 7.12 -0.34 -9.78
H84 7.87 -1.34 -11.03
H85 8.88 -0.35 -9.98

Calculated values
- Gap between HOMO and LUMO: 7.4210 eV
- Net charge: +1
- Electronic energy: -76667.940 eV
- M: 750.33 g/mol
- HOMO: -10.98 eV